The following is a DFT calculation (wB97M-V/def2-TZVPD) of a single C7H12N2O molecule.

Computed properties:
Frontier orbital gap ... 9.49 eV
Electronic energy ... -458.6107 hartree
LUMO energy ... 0.84 eV
Relative energy (zero: lowest compared OMol25 entry of this formula, charge and spin) ... 49.1 kcal/mol
HOMO ... -8.650 eV
Structure (SMILES) ... [H]/N=C1\[C@](C)(O)[C@]1(C)/C(C)=N/[H]

Cartesian coordinates (Å):
C 2.072 -0.795 -1.255
C 0.925 0.816 1.238
C -1.711 -0.126 2.004
C 0.132 0.899 -1.196
C 0.597 -0.486 -1.220
C -0.018 0.324 0.161
C -1.351 -0.144 0.542
N -2.132 -0.608 -0.368
N 0.036 2.019 -1.743
O -0.159 -1.487 -1.749
H -3.017 -0.959 -0.014
H -1.113 -1.300 -1.490
H 0.326 2.009 -2.723
H 2.298 -1.625 -0.586
H 2.675 0.071 -0.992
H 2.333 -1.098 -2.270
H 1.861 1.153 0.799
H 1.151 0.032 1.961
H 0.493 1.664 1.772
H -1.007 -0.725 2.582
H -2.713 -0.526 2.155
H -1.678 0.893 2.392

The following is a DFT calculation (wB97M-V/def2-TZVPD) of 15 unconnected molecules or ions with the total composition C20H28Cl42O3S.

Computed properties:
Frontier orbital gap ... 10.28 eV
Electronic energy ... -20730.7472 hartree
LUMO energy ... 0.04 eV
HOMO ... -10.248 eV

Cartesian coordinates (Å):
C 2.530 -2.223 4.963
O 2.302 -2.975 3.759
S 2.809 -2.209 2.408
O 3.189 -3.282 1.521
O 1.421 -1.693 1.732
C 0.708 -0.699 2.507
C -0.802 -0.864 2.259
C -1.443 -1.874 3.229
C -1.322 -3.312 2.698
C -2.905 -1.503 3.544
H 3.339 -2.673 5.543
H 2.807 -1.191 4.752
H 1.622 -2.260 5.563
H 0.892 -0.820 3.574
H 1.043 0.289 2.180
H -1.249 0.123 2.401
H -0.912 -1.203 1.227
H -0.898 -1.823 4.176
H -1.326 -4.019 3.530
H -0.386 -3.449 2.155
H -2.135 -3.565 2.015
H -2.906 -0.862 4.431
H -3.476 -2.399 3.793
H -3.384 -0.947 2.752
C 3.249 -1.256 -2.058
Cl 2.763 0.364 -1.526
Cl 2.406 -1.718 -3.527
Cl 4.999 -1.318 -2.289
H 2.985 -1.959 -1.281
C 0.144 1.529 -5.878
Cl 0.922 1.042 -4.379
Cl 0.385 0.311 -7.142
Cl -1.573 1.800 -5.602
H 0.593 2.453 -6.215
C 2.882 -6.769 0.713
Cl 3.526 -7.388 2.234
Cl 3.346 -7.809 -0.638
Cl 1.131 -6.598 0.803
H 3.303 -5.785 0.546
C -5.870 -1.668 0.545
Cl -6.321 -0.350 1.631
Cl -4.124 -1.724 0.317
Cl -6.472 -3.211 1.151
H -6.330 -1.481 -0.416
C 2.670 -8.090 6.443
Cl 1.760 -9.519 5.957
Cl 3.071 -8.152 8.161
Cl 4.125 -7.909 5.464
H 2.046 -7.222 6.275
C -4.995 3.662 -5.480
Cl -5.057 4.839 -4.166
Cl -4.620 2.053 -4.868
Cl -6.502 3.652 -6.393
H -4.199 3.951 -6.154
C -1.083 4.602 -9.259
Cl 0.002 3.282 -8.800
Cl -2.087 4.156 -10.637
Cl -2.073 5.104 -7.883
H -0.477 5.450 -9.547
C -2.018 -1.466 -3.420
Cl -1.190 -2.000 -1.954
Cl -1.718 -2.586 -4.747
Cl -3.753 -1.294 -3.121
H -1.623 -0.497 -3.703
C -0.495 2.537 -0.712
Cl -1.345 1.071 -1.187
Cl -0.621 3.763 -1.974
Cl -1.099 3.157 0.828
H 0.552 2.287 -0.596
C -3.369 0.045 -8.754
Cl -4.496 -0.600 -7.560
Cl -3.949 -0.253 -10.394
Cl -3.085 1.764 -8.489
H -2.423 -0.469 -8.633
C -1.027 6.740 2.492
Cl -1.413 8.155 3.469
Cl 0.714 6.614 2.234
Cl -1.637 5.267 3.248
H -1.509 6.850 1.529
C 1.867 1.832 6.797
Cl 2.842 0.406 7.166
Cl 1.042 1.646 5.244
Cl 0.716 2.155 8.088
H 2.528 2.684 6.722
C 6.067 1.912 -4.339
Cl 4.583 2.062 -5.280
Cl 7.359 1.204 -5.307
Cl 6.556 3.476 -3.683
H 5.866 1.247 -3.508
C 2.471 5.980 7.332
Cl 3.534 4.639 7.780
Cl 1.660 5.622 5.807
Cl 1.298 6.292 8.607
H 3.078 6.866 7.204

The following is a DFT calculation (wB97M-V/def2-TZVPD) of 2 unconnected molecules or ions with the total composition C10H13NO.

Computed properties:
Frontier orbital gap (spin up / spin down) ... 2.78 / 7.94 eV
Total charge ... -1
Electronic energy ... -518.7857 hartree
LUMO energy (spin up / spin down) ... 3.74 / 3.52 eV
Relative energy (zero: lowest compared OMol25 entry of this formula, charge and spin) ... 0.0 kcal/mol
HOMO (spin up / spin down) ... 0.965 / -4.426 eV
Spin multiplicity ... 2

Cartesian coordinates (Å):
C 2.573 2.345 2.251
O 3.164 1.542 1.225
H 2.500 1.097 0.703
H 3.022 2.069 3.199
H 1.496 2.331 2.133
H 2.849 3.385 2.033
C -1.758 -1.045 1.965
C -2.234 0.651 0.154
C -0.928 0.022 -1.532
C -1.578 -0.454 0.614
C -0.707 -0.839 -0.451
C -0.168 -0.020 -2.698
C 0.727 -1.062 -2.849
C 0.184 -1.914 -0.637
C 0.880 -1.992 -1.830
N -1.902 0.907 -1.154
H -2.145 1.788 -1.584
H -2.950 1.273 0.649
H -0.416 0.693 -3.472
H -2.185 -0.375 2.706
H -0.926 -1.636 2.360
H 1.156 -1.311 -3.813
H 0.359 -2.664 0.120
H 1.442 -2.909 -1.965
H -2.455 -1.882 1.872

The following is a DFT calculation (wB97M-V/def2-TZVPD) of a molecular structure, C6H11N.

Computed properties:
Frontier orbital gap ... 5.19 eV
Electronic energy ... -289.6353 hartree
LUMO energy ... -1.91 eV
Relative energy (zero: lowest compared OMol25 entry of this formula, charge and spin) ... 211.1 kcal/mol
HOMO ... -7.099 eV

Cartesian coordinates (Å):
C -0.414 -1.546 -0.024
C -1.155 -0.230 -0.157
N -2.941 0.521 1.558
C 1.003 0.960 -0.165
C -0.302 1.006 -0.142
C 2.642 -0.807 -0.910
C 2.232 0.489 -0.499
H 0.265 -1.480 0.831
H 0.115 -1.702 -0.963
H -1.048 -2.428 0.078
H -1.696 -0.178 -1.110
H -1.972 0.022 0.746
H -3.308 1.451 1.406
H -3.612 -0.092 1.998
H -0.871 1.922 0.058
H 3.683 -1.073 -0.709
H 2.370 -1.128 -1.918
H 3.092 1.173 -0.500

The following is a DFT calculation (wB97M-V/def2-TZVPD) of a molecular structure, C3H5Br2O3S.

Computed properties:
Frontier orbital gap ... 8.44 eV
Total charge ... -1
Electronic energy ... -5889.3321 hartree
LUMO energy ... 2.94 eV
Relative energy (zero: lowest compared OMol25 entry of this formula, charge and spin) ... 0.0 kcal/mol
HOMO ... -5.498 eV

Cartesian coordinates (Å):
C 0.059 0.426 1.473
C 1.296 -0.088 -0.879
C -0.045 -0.411 0.242
O -1.382 -0.809 -1.953
O -1.182 1.467 -1.086
O -2.624 -0.151 0.062
S -1.477 0.068 -0.800
Br 2.986 -0.330 -0.049
Br -0.158 -2.268 0.551
H 0.981 0.245 2.035
H -0.797 0.222 2.117
H 0.010 1.471 1.166
H 1.156 0.943 -1.178
H 1.178 -0.784 -1.700

The following is a DFT calculation (wB97M-V/def2-TZVPD) of a molecular structure, C23H36Br33N3O5PS.

Computed properties:
Frontier orbital gap ... 7.97 eV
Total charge ... +1
Electronic energy ... -87120.0270 hartree
LUMO energy ... -3.30 eV
HOMO ... -11.266 eV

Cartesian coordinates (Å):
C 5.067 0.457 3.266
C 4.112 1.637 3.761
O 2.830 1.526 3.058
P 2.872 2.258 1.559
O 2.348 1.220 0.592
C 1.657 3.653 1.509
C 0.492 3.534 2.561
C -0.150 2.093 2.668
C -1.641 2.006 2.275
C -2.847 2.055 3.061
N -3.878 1.855 2.096
S -5.540 1.770 2.619
C -5.803 -0.005 3.042
O -6.471 2.203 1.594
O -5.666 2.569 3.820
C -3.432 1.706 0.815
C -4.229 1.417 -0.526
N -4.116 -0.073 -0.765
N -2.006 1.810 0.940
O 4.400 2.660 1.060
C 4.872 1.756 0.008
C 6.412 2.058 -0.310
H 5.250 -0.339 4.037
H 6.022 0.931 2.913
H 4.538 -0.035 2.405
H 4.532 2.664 3.635
H 3.906 1.493 4.859
H 2.231 4.594 1.775
H 1.267 3.852 0.472
H 0.863 3.868 3.571
H -0.271 4.314 2.272
H -0.091 1.800 3.755
H 0.387 1.290 2.104
H -2.929 2.204 4.154
H -5.774 -0.175 4.153
H -6.746 -0.416 2.573
H -4.962 -0.638 2.632
H -5.322 1.617 -0.412
H -3.788 1.900 -1.418
H -4.866 -0.538 -0.233
H -3.260 -0.352 -0.272
H -1.391 1.714 0.131
H 4.840 0.685 0.335
H 4.317 1.916 -0.954
H 6.871 2.347 0.672
H 6.415 2.883 -1.061
H 6.826 1.094 -0.706
C -1.505 0.256 -3.747
Br -0.705 1.336 -2.346
Br -0.365 0.149 -5.302
Br -2.008 -1.498 -3.114
H -2.418 0.758 -4.053
C 2.833 -3.021 3.455
Br 2.209 -1.563 2.357
Br 2.270 -4.730 2.749
Br 4.746 -2.933 3.733
H 2.370 -2.911 4.430
C -2.009 5.329 -1.213
Br -1.171 6.411 0.153
Br -0.914 5.182 -2.797
Br -2.516 3.577 -0.534
H -2.923 5.837 -1.504
C 3.763 -8.115 0.288
Br 3.172 -8.345 -1.536
Br 4.679 -6.426 0.532
Br 2.307 -8.339 1.545
H 4.484 -8.899 0.495
C 7.204 -6.396 -2.719
Br 6.576 -4.913 -3.790
Br 6.632 -8.095 -3.443
Br 9.119 -6.335 -2.458
H 6.746 -6.297 -1.740
C -4.309 -2.344 -6.589
Br -4.817 -3.176 -4.920
Br -4.173 -0.420 -6.412
Br -2.689 -3.112 -7.314
H -5.103 -2.545 -7.301
C 0.605 -6.557 -4.187
Br 2.305 -6.479 -5.108
Br 0.746 -5.902 -2.374
Br -0.791 -5.648 -5.172
H 0.324 -7.603 -4.127
C -0.204 3.286 -7.513
Br 1.485 3.414 -8.445
Br -0.093 4.013 -5.723
Br -1.646 4.086 -8.522
H -0.433 2.230 -7.412
C -6.852 2.427 -3.625
Br -8.066 2.577 -5.119
Br -7.162 0.811 -2.607
Br -5.005 2.578 -4.188
H -7.053 3.264 -2.965
C 7.241 2.231 6.938
Br 6.563 3.659 8.051
Br 6.229 0.597 7.168
Br 7.340 2.756 5.079
H 8.255 2.026 7.265
C -8.713 -3.125 3.126
Br -7.012 -2.989 2.208
Br -8.605 -2.443 4.932
Br -10.135 -2.288 2.122
H -8.951 -4.182 3.197